Record 1
The following is a quantum chemistry calculation of a cluster of 4 separate species, CH12N2O3 in total, from the Open Molecules 2025 dataset.

Last column: natural (NBO) charge in e.
Positions of all 18 atoms, in Å:
N (0.478, 0.813, -0.874)  -0.937
C (-0.466, 0.171, -1.939)  -0.039
N (-0.233, -1.223, -2.148)  -0.855
H (1.075, 0.138, -0.405)  0.383
H (0.985, 1.614, -1.150)  0.364
H (-1.478, 0.346, -1.612)  0.170
H (-0.372, 0.851, -2.823)  0.181
H (0.449, -1.492, -2.859)  0.374
H (-0.110, -1.701, -1.281)  0.377
O (-0.149, -0.182, 2.699)  -0.972
H (0.802, -0.098, 2.651)  0.475
H (-0.650, 0.495, 2.200)  0.508
O (-0.913, 2.022, 1.608)  -0.962
H (-0.625, 1.672, 0.747)  0.500
H (-0.330, 2.763, 1.719)  0.478
O (0.862, -2.051, 1.086)  -1.009
H (0.336, -1.328, 1.528)  0.493
H (0.337, -2.808, 0.852)  0.471

Output
HOMO energy	-9.43	eV
SMILES string	NCN.O.O.O
ΔE to the lowest compared entry with this formula, charge and spin	16.5	kcal/mol
LUMO energy	0.72	eV
energy	-380.50414	a.u.
frontier orbital gap	0.3727	hartree


Record 2
The following is a quantum chemistry calculation of a structure of composition C6H8ErO6, from the Open Molecules 2025 dataset.

Last column: natural (NBO) charge in e.
Positions of all 21 atoms, in Å:
O (3.843, 1.013, 1.050)  -0.777
C (3.784, 0.370, -0.032)  0.996
O (4.719, 0.421, -0.868)  -0.757
O (2.699, -0.335, -0.352)  -0.440
C (1.648, -0.353, 0.566)  -0.239
C (0.403, -0.759, -0.025)  0.411
C (-0.748, -1.122, 0.776)  -0.598
C (-2.119, -1.037, 0.152)  -0.034
O (-2.506, 0.435, 0.155)  -0.450
C (-3.577, 0.897, -0.172)  1.138
O (-4.671, 1.179, 0.045)  -0.209
Er (6.433, 1.848, 0.485)  2.720
H (1.382, 0.674, 0.934)  0.336
H (1.878, -0.905, 1.496)  0.316
H (0.339, -0.803, -1.121)  0.281
H (-0.708, -0.751, 1.809)  0.318
H (-0.542, -2.223, 0.877)  0.395
H (-2.869, -1.539, 0.768)  0.287
H (-2.168, -1.341, -0.898)  0.265
O (-3.173, 2.031, -2.652)  -0.416
H (-4.047, 2.300, -2.994)  0.460

Output
HOMO energy (spin up / spin down)	-22.90 / -21.95	eV
spin multiplicity	5
LUMO energy (spin up / spin down)	-17.37 / -18.25	eV
energy	-1697.95160	a.u.
charge	+4
frontier orbital gap (spin up / spin down)	0.2034 / 0.1361	hartree


Record 3
The following is a quantum chemistry calculation of an isolated molecule of C4H9NO2, from the Open Molecules 2025 dataset.

Last column: natural (NBO) charge in e.
Positions of all 16 atoms, in Å:
C (-1.251, 1.445, -0.254)  -0.633
C (-0.299, 0.311, -0.016)  -0.267
C (-0.767, -1.093, -0.027)  -0.133
O (-0.433, -1.841, 1.192)  -0.758
N (0.959, 0.522, -0.628)  -0.468
C (2.065, -0.024, -0.209)  0.413
O (2.104, -0.785, 0.858)  -0.658
H (-0.889, 2.387, 0.180)  0.204
H (-2.206, 1.232, 0.238)  0.220
H (-1.479, 1.649, -1.321)  0.166
H (1.177, -0.922, 1.197)  0.524
H (-1.857, -1.133, -0.166)  0.181
H (-0.307, -1.710, -0.814)  0.171
H (-0.865, -1.348, 1.904)  0.467
H (1.041, 1.161, -1.420)  0.390
H (3.008, 0.148, -0.715)  0.180

Output
HOMO energy	-6.47	eV
ΔE to the lowest compared entry with this formula, charge and spin	79.3	kcal/mol
LUMO energy	0.80	eV
energy	-362.95916	a.u.
frontier orbital gap	0.2670	hartree


What did the third record say?
The following is a quantum chemistry calculation of an isolated molecule of C4H9NO2, from the Open Molecules 2025 dataset.

Last column: natural (NBO) charge in e.
Positions of all 16 atoms, in Å:
C (-1.251, 1.445, -0.254)  -0.633
C (-0.299, 0.311, -0.016)  -0.267
C (-0.767, -1.093, -0.027)  -0.133
O (-0.433, -1.841, 1.192)  -0.758
N (0.959, 0.522, -0.628)  -0.468
C (2.065, -0.024, -0.209)  0.413
O (2.104, -0.785, 0.858)  -0.658
H (-0.889, 2.387, 0.180)  0.204
H (-2.206, 1.232, 0.238)  0.220
H (-1.479, 1.649, -1.321)  0.166
H (1.177, -0.922, 1.197)  0.524
H (-1.857, -1.133, -0.166)  0.181
H (-0.307, -1.710, -0.814)  0.171
H (-0.865, -1.348, 1.904)  0.467
H (1.041, 1.161, -1.420)  0.390
H (3.008, 0.148, -0.715)  0.180

Output
HOMO energy	-6.47	eV
ΔE to the lowest compared entry with this formula, charge and spin	79.3	kcal/mol
LUMO energy	0.80	eV
energy	-362.95916	a.u.
frontier orbital gap	0.2670	hartree


Question: Which of these has the lowest energy?
Answer: C6H8ErO6


Question: The highest energy belongs to which entry?
Answer: C4H9NO2